Entry i
C6H15N | the ωB97M-V functional and the def2-TZVPD basis

Bonds (Å) are listed after each position.
Element x y z (Å)
1 C -0.86 2.92 0.82  C2 1.513, H8 1.088, H9 1.090, H10 1.102
2 C -1.29 1.48 1.01  C1 1.513, N3 1.513, H11 1.088, H12 1.087
3 N -0.92 0.61 -0.17  C2 1.513, C4 1.494, H13 1.011
4 C 0.48 0.11 -0.06  N3 1.494, C5 1.544, H14 1.095, H15 1.101
5 C 0.67 -1.24 -0.79  C4 1.544, C6 1.505, C7 1.528, H16 1.099
6 C -0.39 -2.22 -0.36  C5 1.505, H17 1.098, H18 1.079, H19 1.098
7 C 2.09 -1.76 -0.57  C5 1.528, H20 1.089, H21 1.087, H22 1.096
8 H -1.39 3.37 -0.01  C1 1.088
9 H 0.21 3.05 0.68  C1 1.090
10 H -0.97 3.40 1.81  C1 1.102
11 H -0.73 1.04 1.82  C2 1.088
12 H -2.35 1.31 1.19  C2 1.087
13 H -0.92 1.22 -0.98  N3 1.011
14 H 1.18 0.91 -0.31  C4 1.095
15 H 0.68 -0.03 1.02  C4 1.101
16 H 0.63 -0.89 -1.83  C5 1.099
17 H -0.35 -2.48 0.71  C6 1.098
18 H -1.41 -1.93 -0.52  C6 1.079
19 H -0.25 -3.22 -0.80  C6 1.098
20 H 2.28 -1.96 0.49  C7 1.089
21 H 2.78 -1.11 -1.10  C7 1.087
22 H 2.16 -2.76 -1.03  C7 1.096

As for the LUMO energy: 1.148 eV. The calculation puts the HOMO energy at -8.80 eV. For the gap between HOMO and LUMO, the calculation gives 9.95 eV.


Entry ii
C6H15N | the ωB97M-V functional and the def2-TZVPD basis

Bonds (Å) are listed after each position.
Element x y z (Å)
1 C -1.87 -0.49 -0.09  N2 1.259, H5 1.096, H6 1.086
2 N -1.12 0.14 0.71  C1 1.259, C3 1.459
3 C -1.50 1.51 1.03  N2 1.459, C4 1.520, H7 1.092, H8 1.097
4 C -1.46 1.76 2.53  C3 1.520, H9 1.090, H10 1.090, H11 1.088
5 H -2.82 -0.08 -0.46  C1 1.096
6 H -1.59 -1.49 -0.40  C1 1.086
7 H -0.77 2.16 0.55  C3 1.092
8 H -2.49 1.75 0.63  C3 1.097
9 H -1.49 2.84 2.72  C4 1.090
10 H -2.31 1.31 3.04  C4 1.090
11 H -0.54 1.36 2.96  C4 1.088
12 C 1.16 -1.92 -0.84  C13 1.521, H15 1.092, H16 1.089, H17 1.093
13 C 1.54 -0.82 -1.82  C12 1.521, C14 1.524, H18 1.092, H19 1.097
14 C 2.82 -0.09 -1.43  C13 1.524, H20 1.088, H21 1.095, H22 1.090
15 H 1.97 -2.64 -0.68  C12 1.092
16 H 0.28 -2.49 -1.16  C12 1.089
17 H 0.93 -1.49 0.14  C12 1.093
18 H 0.71 -0.12 -1.93  C13 1.092
19 H 1.69 -1.29 -2.80  C13 1.097
20 H 2.93 0.83 -2.00  C14 1.088
21 H 2.77 0.20 -0.37  C14 1.095
22 H 3.69 -0.74 -1.52  C14 1.090

As for the LUMO energy: 1.115 eV. The calculation puts the HOMO energy at -9.78 eV. For the gap between HOMO and LUMO, the calculation gives 10.90 eV.


Consider the structures shown above. The least stable of them is entry ii.